[1]
Entry from the OMol25 dataset: a structure of composition C24H19I2NO2PPd (the ωB97M-V functional and the def2-TZVPD basis).

Cartesian coordinates (Å):
Pd 2.018 0.701 -1.228
O 0.705 1.685 -2.790
C 0.562 2.462 -1.790
O 1.540 2.929 -1.140
C -0.812 2.569 -1.211
C -1.583 3.718 -1.195
C -2.839 3.683 -0.606
C -3.306 2.517 -0.013
C -2.523 1.373 -0.007
C -1.275 1.388 -0.618
P -0.189 -0.077 -0.669
C -0.339 -0.847 0.958
C -0.442 -0.032 2.087
C -0.472 -0.599 3.351
C -0.386 -1.977 3.496
C -0.262 -2.791 2.377
C -0.238 -2.230 1.108
C -0.911 -1.223 -1.867
C -0.280 -1.433 -3.088
C -0.859 -2.270 -4.031
C -2.067 -2.892 -3.754
C -2.699 -2.684 -2.535
C -2.126 -1.852 -1.588
H -1.209 4.629 -1.643
H -3.454 4.573 -0.604
H -4.281 2.504 0.456
H -2.887 0.477 0.483
H -0.505 1.044 1.971
H -0.564 0.035 4.224
H -0.421 -2.420 4.483
H -0.195 -3.865 2.491
H -0.144 -2.866 0.236
H 0.651 -0.927 -3.309
H -0.370 -2.430 -4.983
H -2.520 -3.543 -4.491
H -3.641 -3.172 -2.321
H -2.618 -1.699 -0.636
I 4.378 0.977 -2.651
I 3.134 0.579 -5.036
C 3.192 0.339 3.541
C 3.122 -0.842 2.818
C 2.935 -0.773 1.451
N 2.833 0.391 0.806
C 2.903 1.536 1.499
C 3.081 1.547 2.870
H 3.334 0.318 4.614
H 3.209 -1.805 3.302
H 2.878 -1.670 0.849
H 2.809 2.454 0.934
H 3.133 2.490 3.398

The total charge is +1. The expectation value of S² is 2.0085. The calculation puts the maximum force at 0.943 eV/Å. Its HOMO energy (alpha / beta) is -11.089 / -11.988 eV. The spin multiplicity is 3. Its orbital gap (alpha / beta) is 6.32 / 6.74 eV.

Mulliken population analysis, charges in e, atoms 1 to 8: -0.179, -0.451, 0.147, -0.596, 1.012, -0.525, -0.572, -0.810



[2]
Entry from the OMol25 dataset: a structure of composition C24H19LiN3O2S (the ωB97M-V functional and the def2-TZVPD basis).

Cartesian coordinates (Å):
Li -0.898 0.029 0.733
C -3.430 0.840 2.475
C -2.248 1.504 3.112
C -2.344 2.358 4.209
C -1.191 2.938 4.705
C 0.027 2.664 4.105
C 0.044 1.800 3.017
N -1.071 1.241 2.550
C 1.286 1.433 2.270
C 2.557 1.917 2.555
C 3.606 1.509 1.740
C 3.370 0.650 0.682
C 2.066 0.200 0.475
N 1.075 0.597 1.264
C 1.637 -0.709 -0.616
C 2.416 -1.558 -1.290
C 1.808 -2.341 -2.407
C -0.160 -2.033 -3.392
C -1.064 -1.160 -2.471
C -2.544 -1.153 -2.778
N 0.260 -0.682 -0.867
H -4.352 1.039 3.020
H -3.257 -0.235 2.404
H -3.528 1.200 1.447
H -3.309 2.559 4.656
H -1.238 3.607 5.556
H 0.937 3.114 4.476
H 2.733 2.602 3.372
H 4.607 1.880 1.925
H 4.165 0.352 0.012
H 3.464 -1.684 -1.039
H 2.479 -3.136 -2.733
H -0.667 -2.490 -4.241
H -2.752 -1.601 -3.753
H -2.920 -0.129 -2.762
H -3.096 -1.720 -2.026
O -1.755 -3.650 -0.327
C -1.332 -2.503 -0.135
O -1.581 -1.730 0.838
C -0.447 -1.909 -1.246
C 0.353 -2.840 -2.171
C 1.275 -1.513 -3.661
C 1.418 -0.030 -3.675
C 0.648 0.742 -2.913
C -0.368 0.172 -1.959
S -1.422 1.461 -1.261
H 0.172 -3.901 -2.026
H 1.690 -1.943 -4.575
H 2.154 0.420 -4.335
H 0.729 1.822 -2.938

The total charge is -1. The calculation puts the maximum force at 0.103 eV/Å. The value obtained for the energy relative to the best compared isomer or geometry (same formula, charge and spin) is 258.6 kJ/mol. Its HOMO energy is -3.645 eV. Its orbital gap is 6.11 eV.

natural (NBO) population analysis, charges in e, atoms 1 to 8: 0.827, -0.667, 0.255, -0.258, -0.166, -0.256, 0.173, -0.436



[3]
Entry from the OMol25 dataset: a structure of composition C24H20BrI2N2O8Y at a distorted geometry (the ωB97M-V functional and the def2-TZVPD basis).

Cartesian coordinates (Å):
Y 0.007 0.432 -0.131
I 6.342 1.566 4.451
C 4.533 1.142 3.518
C 3.465 0.664 4.261
C 2.272 0.381 3.615
I 0.668 -0.298 4.757
C 2.089 0.565 2.229
O 0.937 0.291 1.657
C 3.194 1.068 1.500
C 3.158 1.394 0.012
N 2.408 0.405 -0.802
C 3.062 -0.917 -0.793
C 2.098 -2.062 -0.962
C 2.441 -3.202 -1.670
C 1.567 -4.275 -1.675
C 0.381 -4.176 -0.967
C 0.104 -2.990 -0.314
N 0.938 -1.944 -0.313
C 4.395 1.333 2.157
H 3.557 0.511 5.328
H 4.192 1.449 -0.334
H 2.699 2.366 -0.150
H 2.365 0.748 -1.757
H 3.521 -1.036 0.189
H 3.864 -0.974 -1.529
H 3.386 -3.246 -2.196
H 1.810 -5.178 -2.223
H -0.331 -4.991 -0.934
H -0.824 -2.855 0.230
H 5.236 1.703 1.581
O 0.503 3.831 3.072
C 0.102 3.175 1.978
O 0.785 2.969 1.012
C -1.323 2.706 2.113
O -1.719 1.912 1.023
C -2.376 2.585 -0.072
C -1.567 2.646 -1.375
O -2.089 3.216 -2.307
O -0.408 2.061 -1.340
H 1.443 4.050 2.932
H -1.972 3.576 2.227
H -1.393 2.110 3.022
H -2.637 3.606 0.201
H -3.292 2.041 -0.288
Br -7.399 -2.157 -3.782
C -5.736 -1.732 -2.986
C -4.598 -1.687 -3.777
C -3.383 -1.371 -3.187
C -3.312 -1.112 -1.824
C -4.462 -1.162 -1.047
C -5.686 -1.470 -1.625
C -1.995 -0.769 -1.205
O -0.985 -0.623 -1.932
O -1.915 -0.608 0.066
H -4.666 -1.891 -4.838
H -2.478 -1.312 -3.778
H -4.388 -0.958 0.015
H -6.589 -1.506 -1.031

The calculation puts the maximum force at 2.691 eV/Å. The value obtained for the energy relative to the best compared isomer or geometry (same formula, charge and spin) is 97.5 kJ/mol. Its HOMO energy is -8.068 eV. Its orbital gap is 8.19 eV.

natural (NBO) population analysis, charges in e, atoms 1 to 8: 2.084, 0.140, -0.200, -0.247, -0.241, 0.154, 0.387, -0.905



[4]
Entry from the OMol25 dataset: a structure of composition C24H20BrI2N2O8Y (the ωB97M-V functional and the def2-TZVPD basis).

Cartesian coordinates (Å):
Y -0.174 0.332 -0.371
I -0.376 -1.828 7.357
C -0.649 -1.330 5.353
C -1.923 -1.296 4.816
C -2.093 -0.949 3.485
I -4.004 -0.857 2.674
C -1.008 -0.637 2.653
O -1.173 -0.278 1.411
C 0.291 -0.691 3.222
C 1.531 -0.491 2.380
N 1.494 0.666 1.457
C 1.463 1.960 2.143
C 0.521 2.993 1.567
C 0.631 4.312 1.992
C -0.286 5.245 1.553
C -1.300 4.841 0.697
C -1.327 3.519 0.304
N -0.437 2.613 0.721
C 0.448 -1.024 4.557
H -2.785 -1.530 5.427
H 1.705 -1.368 1.756
H 2.383 -0.397 3.064
H 2.311 0.628 0.855
H 2.463 2.398 2.203
H 1.139 1.786 3.173
H 1.432 4.595 2.662
H -0.212 6.277 1.871
H -2.044 5.533 0.331
H -2.086 3.157 -0.379
H 1.444 -1.055 4.983
O -3.838 -0.260 -3.007
C -2.778 0.200 -2.358
O -2.537 -0.076 -1.205
C -1.915 1.098 -3.199
O -0.999 1.712 -2.327
C 0.027 2.475 -2.987
C 1.224 2.615 -2.030
O 1.852 3.655 -2.031
O 1.444 1.560 -1.328
H -4.313 -0.864 -2.412
H -2.541 1.830 -3.719
H -1.402 0.476 -3.940
H -0.357 3.456 -3.264
H 0.360 1.934 -3.878
Br 2.390 -7.304 -4.115
C 1.846 -5.664 -3.341
C 1.132 -4.758 -4.110
C 0.735 -3.561 -3.539
C 1.051 -3.276 -2.216
C 1.768 -4.196 -1.461
C 2.169 -5.398 -2.020
C 0.621 -1.983 -1.609
O -0.080 -1.175 -2.281
O 0.961 -1.712 -0.418
H 0.894 -4.990 -5.139
H 0.177 -2.834 -4.111
H 2.005 -3.960 -0.433
H 2.724 -6.122 -1.441

The calculation puts the maximum force at 0.456 eV/Å. The value obtained for the energy relative to the best compared isomer or geometry (same formula, charge and spin) is 0.0 kJ/mol. Its HOMO energy is -7.613 eV. Its orbital gap is 7.67 eV.

natural (NBO) population analysis, charges in e, atoms 1 to 8: 2.099, 0.129, -0.203, -0.240, -0.245, 0.140, 0.403, -0.891